C9H6FNO2 | ωB97M-V/def2-TZVPD

Geometry as ORCA input:
```
! wB97M-V def2-TZVPD RIJCOSX def2/J DEFGRID3
* xyz 0 1
C -5.127 -0.885 -0.904
H 0.376 2.440 1.487
H -0.266 -2.158 -0.601
O -4.342 -0.306 -0.286
H 4.243 0.137 -0.971
O -5.864 -1.364 -1.607
C -1.134 -0.488 0.426
C 1.180 -0.435 -0.209
F 2.549 -1.864 -1.464
H -2.175 -0.861 0.271
H -1.676 1.152 1.691
C 0.255 1.386 1.041
C -0.949 0.778 1.013
C 1.383 0.827 0.412
H 3.125 2.089 0.613
C 2.747 1.190 0.288
C 3.402 0.229 -0.382
N 2.352 -0.756 -0.663
C -0.079 -1.113 -0.156
*
```

HOMO-LUMO gap   8.72 eV
Electronic energy   -17730.3870 eV
Largest force on an atom   4.37 eV/Å
Relative energy (zero: lowest compared OMol25 entry of this formula, charge and spin)   0.000 eV
Structure (SMILES)   Fn1ccc2ccccc21.O=C=O

natural (NBO) population analysis, charges in e, atoms 1 to 6:
1. C 1.023
2. H 0.212
3. H 0.228
4. O -0.529
5. H 0.224
6. O -0.491